No. 1
{
  "formula": "C3H9BNO",
  "method": "ωB97M-V with the def2-TZVPD basis set",
  "orbital_gap_ha": 0.399,
  "relative_energy_ev": 2.8094,
  "total_charge": 1,
  "spin_multiplicity": 1,
  "e_homo_ev": -15.18,
  "species": ["B", "C", "C", "C", "N", "O", "H", "H", "H", "H", "H", "H", "H", "H", "H"],
  "positions_angstrom": [[2.8179, -0.1062, -0.0275], [0.4812, 0.6877, -0.0358], [-1.9340, 0.7559, 0.1176], [-0.7126, -1.3051, -0.0374], [-0.6405, 0.1088, 0.0783], [1.6116, 0.1988, -0.3639], [3.5186, -0.3240, -1.0359], [3.4220, 0.1602, 0.9827], [0.2603, 2.1350, -0.1250], [-1.7213, 1.8006, 0.5308], [-2.6102, 0.3087, 0.8518], [-2.3639, 0.7239, -0.8100], [0.1052, -1.6395, -0.5275], [-1.6123, -1.6504, -0.5963], [-0.6220, -1.8543, 0.9980]],
  "nbo_charge": [0.632, 0.613, -0.400, -0.445, -0.321, -0.633, -0.064, -0.055, 0.224, 0.235, 0.251, 0.234, 0.223, 0.254, 0.252]
}



No. 2
{
  "formula": "C35H70BN6O8S",
  "method": "ωB97M-V with the def2-TZVPD basis set",
  "orbital_gap_ha": [0.238, 0.263],
  "total_charge": 1,
  "spin_multiplicity": 3,
  "e_homo_ev": [-10.19, -10.89],
  "species": ["C", "O", "B", "O", "C", "N", "C", "C", "C", "O", "N", "O", "O", "C", "C", "N", "C", "C", "C", "O", "C", "C", "C", "C", "S", "C", "C", "C", "N", "H", "H", "H", "H", "H", "H", "H", "H", "H", "H", "H", "H", "H", "H", "H", "H", "H", "H", "H", "H", "H", "H", "H", "H", "H", "H", "H", "H", "H", "H", "H", "H", "H", "H", "C", "C", "C", "C", "C", "C", "N", "O", "C", "C", "C", "H", "H", "H", "H", "H", "H", "H", "H", "H", "H", "H", "H", "H", "H", "H", "H", "H", "H", "C", "C", "C", "C", "C", "C", "N", "O", "C", "C", "C", "H", "H", "H", "H", "H", "H", "H", "H", "H", "H", "H", "H", "H", "H", "H", "H", "H", "H"],
  "positions_angstrom": [[-0.9874, -3.9636, 0.0445], [-0.2433, -2.7353, -0.0388], [0.3714, -2.2963, 1.1069], [1.5432, -2.8111, 1.5295], [-0.3694, -1.1167, 1.8740], [-0.4320, 0.0745, 1.3782], [-1.2308, 1.0085, 2.1891], [-2.1464, -0.0360, 2.8680], [-3.1548, -0.4341, 1.7672], [-4.1138, -1.3802, 2.2165], [-4.4451, -2.2403, 1.1090], [-5.5692, -2.4832, 1.0972], [-2.8319, 0.3086, 4.0164], [-3.4436, 1.5934, 4.0784], [-4.6889, 1.4978, 4.9750], [-5.2888, 0.1696, 4.8569], [-6.3587, -0.0649, 5.8303], [-5.9164, -1.1111, 6.8753], [-6.2591, -2.5468, 6.4609], [-4.5448, -0.9299, 7.1736], [-1.0792, -1.1282, 3.2151], [0.0702, -0.7035, 4.1604], [-0.3561, -0.1693, 5.5529], [-0.0774, 1.3241, 5.7142], [-0.0226, 1.8240, 7.4541], [-1.7819, -2.4570, 3.5978], [-1.2132, -3.2114, 4.7825], [-0.0618, -4.1718, 4.5961], [-1.7444, -2.9791, 5.9136], [-1.9324, -3.8306, 0.5668], [-0.3972, -4.7459, 0.5198], [-1.2154, -4.2801, -0.9677], [2.0209, -3.1562, 0.7656], [-0.0325, 0.3479, 0.4887], [-0.6177, 1.5785, 2.8826], [-1.7651, 1.7184, 1.5629], [-2.6971, -0.8203, 0.8549], [-3.6952, 0.4724, 1.4847], [-3.7403, 1.9586, 3.0942], [-2.7511, 2.2855, 4.5565], [-4.4028, 1.6527, 6.0106], [-5.4032, 2.2590, 4.6491], [-5.7231, 0.1285, 3.9432], [-6.7333, 0.8389, 6.3151], [-7.2071, -0.4870, 5.2916], [-6.4784, -0.8922, 7.7863], [-6.7695, -2.6034, 5.5026], [-5.3647, -3.1672, 6.3876], [-6.8920, -3.0309, 7.2012], [-4.0419, -1.7104, 6.9456], [0.7010, 0.0577, 3.7010], [0.7302, -1.5531, 4.3132], [0.2613, -0.6583, 6.3055], [-1.3848, -0.4114, 5.7915], [-0.7805, 1.9406, 5.1607], [0.9343, 1.5243, 5.3625], [-1.1625, 1.2498, 7.8633], [-2.8205, -2.2590, 3.8345], [-1.7540, -3.1292, 2.7374], [-0.0997, -4.7227, 3.6598], [0.8901, -3.6527, 4.6994], [-0.0977, -4.9003, 5.4039], [-1.2986, -3.5269, 6.6488], [5.8423, -0.2768, -4.2868], [5.9663, 0.0438, -2.7768], [6.4608, -1.1849, -2.0095], [5.4071, -2.2832, -1.8639], [4.1179, -1.7173, -1.2699], [3.5874, -0.5100, -2.0439], [4.6575, 0.5110, -2.2237], [4.8294, 1.1683, -1.1242], [3.0086, -0.9737, -3.3905], [2.4173, 0.1192, -1.3024], [6.9986, 1.1594, -2.6635], [5.7114, -1.3393, -4.4891], [5.0126, 0.2637, -4.7411], [6.7414, 0.0310, -4.8173], [6.7815, -0.8770, -1.0092], [7.3455, -1.5804, -2.5110], [5.2064, -2.7563, -2.8282], [5.7913, -3.0732, -1.2165], [3.3432, -2.4923, -1.2481], [4.3067, -1.4298, -0.2291], [2.7012, -0.1199, -3.9964], [2.1236, -1.5881, -3.2191], [3.6891, -1.5813, -3.9793], [2.6789, 0.4101, -0.2831], [1.5959, -0.6039, -1.2476], [2.0481, 1.0028, -1.8261], [6.6635, 2.0558, -3.1871], [7.9300, 0.8259, -3.1185], [7.2121, 1.4243, -1.6301], [-1.4041, 3.7384, -5.1661], [-0.2508, 2.7381, -4.9081], [1.0516, 3.4891, -4.6226], [1.6668, 4.1373, -5.8610], [1.8284, 3.1139, -6.9840], [0.5313, 2.3750, -7.3134], [-0.0788, 1.8101, -6.0677], [0.5569, 0.7484, -5.6991], [-0.4411, 3.3255, -8.0332], [0.8075, 1.2476, -8.3004], [-0.6531, 1.9405, -3.6719], [-1.0549, 4.7098, -5.5122], [-2.1118, 3.3477, -5.8956], [-1.9678, 3.9198, -4.2516], [1.7825, 2.7913, -4.1978], [0.8631, 4.2456, -3.8572], [1.0579, 4.9804, -6.1972], [2.6417, 4.5553, -5.6052], [2.1948, 3.6036, -7.8879], [2.5948, 2.3885, -6.6920], [-1.4053, 2.8431, -8.1969], [-0.0312, 3.5898, -9.0074], [-0.6123, 4.2623, -7.5102], [1.5607, 0.5528, -7.9351], [1.1727, 1.6720, -9.2349], [-0.1022, 0.6860, -8.5159], [-1.5717, 1.3788, -3.8515], [-0.8285, 2.6338, -2.8484], [0.1236, 1.2417, -3.3620]],
  "lowdin_charge": [-0.023, 0.034, -0.619, 0.233, 0.039, 0.175, -0.008, -0.383, -0.110, -0.105, -0.008, 0.129, -0.061, -0.141, -0.169, -0.054, -0.171, -0.406, -0.031, -0.044, -0.231, -0.077, -0.243, -0.581, 0.738, -0.029, -0.396, -0.012, 0.178, 0.077, 0.101, 0.103, 0.125, 0.178, 0.138, 0.145, 0.131, 0.134, 0.122, 0.115, 0.122, 0.122, 0.104, 0.116, 0.113, 0.130, 0.072, 0.071, 0.077, 0.051, 0.120, 0.114, 0.104, 0.094, 0.040, 0.071, -0.137, 0.120, 0.113, 0.079, 0.084, 0.085, 0.075, -0.023, -0.483, -0.129, -0.166, -0.137, -0.490, -0.087, -0.015, -0.021, -0.049, -0.042, 0.073, 0.083, 0.084, 0.127, 0.130, 0.105, 0.115, 0.114, 0.126, 0.083, 0.092, 0.066, 0.080, 0.074, 0.083, 0.096, 0.090, 0.080, -0.027, -0.483, -0.135, -0.167, -0.130, -0.495, -0.086, -0.031, -0.033, -0.041, -0.052, 0.073, 0.086, 0.079, 0.116, 0.126, 0.104, 0.116, 0.127, 0.122, 0.093, 0.091, 0.060, 0.079, 0.090, 0.093, 0.094, 0.082, 0.055]
}



No. 3
{
  "formula": "C29H45As2CaN9O2",
  "method": "ωB97M-V with the def2-TZVPD basis set",
  "orbital_gap_ha": 0.289,
  "relative_energy_ev": 0.6178,
  "total_charge": 2,
  "spin_multiplicity": 1,
  "e_homo_ev": -13.49,
  "species": ["Ca", "C", "As", "C", "C", "C", "C", "C", "C", "C", "As", "C", "C", "H", "H", "H", "H", "H", "H", "H", "H", "H", "H", "H", "H", "H", "H", "H", "H", "O", "C", "O", "C", "C", "C", "C", "C", "C", "N", "C", "C", "C", "C", "C", "C", "N", "H", "H", "H", "H", "H", "H", "H", "H", "H", "H", "N", "C", "C", "N", "H", "H", "H", "H", "H", "H", "H", "H", "C", "N", "C", "C", "N", "N", "C", "N", "N", "H", "H", "H", "H", "H", "H", "H", "H", "H", "H", "H"],
  "positions_angstrom": [[-0.9641, 0.0169, 0.0896], [1.0678, -4.1987, -0.0306], [1.1310, -2.3197, 0.5710], [1.8677, -2.7739, 2.3385], [2.7385, -1.8883, -0.4791], [3.8934, -2.6369, -0.2639], [5.0304, -2.4453, -1.0282], [5.0225, -1.5010, -2.0442], [3.8853, -0.7435, -2.2628], [2.7385, -0.9173, -1.4880], [1.2319, 0.3076, -1.7478], [2.2537, 1.9913, -1.7834], [0.9692, 0.1690, -3.6831], [1.9832, -4.6975, 0.2796], [0.9993, -4.2526, -1.1169], [0.2238, -4.7276, 0.4131], [2.9434, -2.9319, 2.2912], [1.3944, -3.6991, 2.6657], [1.6604, -1.9986, 3.0700], [3.9244, -3.3775, 0.5248], [5.9193, -3.0281, -0.8279], [5.9012, -1.3478, -2.6566], [3.8989, 0.0098, -3.0417], [2.8436, 2.0692, -2.6946], [2.9261, 2.0593, -0.9293], [1.5564, 2.8292, -1.7487], [1.9192, 0.2355, -4.2084], [0.3323, 0.9949, -4.0022], [0.4842, -0.7690, -3.9483], [6.4111, 0.1640, 4.4385], [5.7364, -0.0845, 3.3143], [6.2644, -0.6196, 2.3803], [4.2893, 0.3176, 3.2453], [3.4327, 0.3000, 4.3410], [2.0705, 0.4902, 4.1749], [1.5420, 0.6961, 2.8999], [2.4185, 0.7856, 1.8173], [3.7724, 0.5955, 1.9824], [0.1687, 0.7574, 2.6095], [-0.6988, 1.1192, 3.4610], [-2.1272, 1.1536, 3.1263], [-3.0493, 1.6029, 4.0649], [-4.3892, 1.6711, 3.7168], [-4.7625, 1.2938, 2.4373], [-3.7763, 0.8476, 1.5674], [-2.4911, 0.7678, 1.8967], [5.9109, 0.6638, 5.0926], [3.8071, 0.0804, 5.3340], [1.4176, 0.4255, 5.0364], [1.9997, 0.9994, 0.8422], [4.4515, 0.6207, 1.1394], [-0.4441, 1.4622, 4.4669], [-2.7260, 1.9009, 5.0538], [-5.1277, 2.0167, 4.4271], [-5.7947, 1.3435, 2.1208], [-4.0277, 0.5421, 0.5568], [-1.1461, -2.1502, -2.0181], [-1.9947, -3.2522, -1.5416], [-3.0877, -2.7359, -0.6187], [-2.4768, -2.0559, 0.5354], [-1.5815, -1.7074, -2.8200], [-0.2585, -2.5155, -2.3452], [-1.3711, -3.9418, -0.9717], [-2.4489, -3.8234, -2.3551], [-3.7207, -3.5773, -0.3250], [-3.7232, -2.0200, -1.1495], [-1.8678, -2.7180, 1.0071], [-3.1946, -1.8065, 1.2081], [-4.3728, 3.1583, -3.5877], [-3.7089, 1.9045, -3.2330], [-4.3009, 0.6704, -3.7286], [-2.8064, 1.8201, -2.2204], [-2.4544, 0.7308, -1.6239], [-2.2431, 3.0367, -1.8659], [-1.2879, 3.3063, -0.8994], [-0.9180, 4.6153, -0.8816], [-0.8024, 2.4056, -0.1237], [-5.0437, 2.9694, -4.4185], [-3.6685, 3.9201, -3.9278], [-4.9644, 3.5550, -2.7591], [-4.7849, 0.8706, -4.6793], [-5.0500, 0.2576, -3.0444], [-3.5256, -0.0748, -3.9110], [-2.9864, -0.0655, -1.9542], [-2.4772, 3.8093, -2.4627], [-1.3705, 5.3197, -1.4364], [-0.2800, 4.9465, -0.1807], [-0.1365, 2.8067, 0.5306]],
  "lowdin_charge": [0.947, -0.298, 1.126, -0.272, -0.434, -0.111, -0.046, -0.052, -0.110, -0.428, 1.074, -0.278, -0.282, 0.034, 0.029, 0.025, 0.029, 0.034, 0.000, 0.094, 0.120, 0.117, 0.093, 0.033, 0.025, 0.007, 0.029, 0.027, 0.013, 0.152, -0.483, 0.138, -0.116, -0.002, -0.015, -0.290, -0.037, 0.011, 0.080, -0.063, -0.251, 0.010, -0.021, -0.022, -0.142, -0.001, 0.114, 0.127, 0.116, 0.053, 0.131, 0.135, 0.126, 0.125, 0.118, 0.097, -0.016, -0.251, -0.248, -0.064, 0.062, 0.059, 0.084, 0.124, 0.123, 0.100, 0.061, 0.072, -0.023, -0.141, -0.032, -0.419, 0.027, 0.163, -0.497, 0.173, 0.005, 0.097, 0.091, 0.106, 0.098, 0.104, 0.088, 0.012, 0.117, 0.113, 0.117, 0.066]
}